Computed, not measured: a cluster of 2 separate species, C31H30N2O4S2 in total, with the ωB97M-V functional and the def2-TZVPD basis.

## Properties
ΔE to the lowest compared entry with this formula, charge and spin ... 4.61 kcal per mole
LUMO level ... -1.475 eV
Electronic energy ... -65467.9218 eV
M ... 558.725 u

Structure (ORCA input):
```
! RIJCOSX wB97M-V def2-TZVPD def2/J DEFGRID3
* xyz 0 1
S 1.569 1.374 3.105
S -1.558 0.180 3.174
O 1.836 1.802 4.461
O 1.908 2.271 2.018
O -2.260 1.240 3.914
O -1.395 -1.185 3.649
N -3.553 -1.340 6.423
N 3.684 -2.636 7.902
C 3.738 -2.008 3.691
C 5.013 -2.137 8.195
C -5.232 0.561 1.803
C 3.213 -0.731 3.863
C 2.761 -0.467 7.323
C 0.649 -0.331 6.090
C -4.631 2.595 5.882
C 2.718 -0.592 1.503
C 2.555 -0.112 2.804
C -1.772 0.070 6.201
C 0.695 -1.734 5.942
C -3.306 2.207 6.110
C -3.016 0.862 6.304
C -4.095 -0.051 6.348
C 1.769 0.275 6.715
C 3.311 -1.840 1.314
C -0.504 0.463 5.704
C 1.636 -2.507 6.603
C -2.886 -0.030 1.964
C 3.521 -4.052 8.169
C -4.308 -2.577 6.382
C -5.538 -0.764 1.478
C -4.506 -1.691 1.292
C -5.406 0.296 6.036
C -2.196 -1.258 6.466
C 2.713 -1.890 7.292
C -3.907 0.941 1.992
C -3.177 -1.331 1.530
C -5.665 1.649 5.781
C 3.774 -2.570 2.412
C -0.111 0.997 2.886
H -6.169 -0.480 5.980
H -4.219 -3.122 7.331
H -0.344 1.520 5.509
H -5.360 -2.346 6.198
H 2.487 -4.283 8.456
H 2.393 0.013 0.660
H -4.852 3.653 5.736
H -3.927 -3.221 5.576
H 1.830 1.358 6.740
H -0.043 -2.219 5.305
H -3.672 1.978 2.209
H -2.365 -2.044 1.409
H 3.299 -0.213 4.815
H 5.239 -2.312 9.258
H 4.117 -2.558 4.553
H -6.674 1.965 5.506
H 4.181 -3.573 2.273
H 3.399 -2.243 0.305
H 5.765 -2.682 7.598
H 4.192 -4.316 8.998
H -0.378 1.564 1.976
H -2.495 2.934 6.113
H -6.579 -1.067 1.351
H -1.594 -2.151 6.590
H -4.731 -2.712 0.980
H 3.561 0.053 7.847
H 1.559 -3.596 6.568
H -6.016 1.310 1.922
H 5.101 -1.071 7.974
H 3.793 -4.669 7.296
*
```

Computed, not measured: a cluster of 4 separate species, C12H32B4N4O7 in total, with the ωB97M-V functional and the def2-TZVPD basis.

## Properties
LUMO level ... -0.083 eV
SMILES ... CCNB1OBOB(B(C)O)O1.CNC(C)=O.CNC(C)=O.CNC(C)=O
Electronic energy ... -35971.0024 eV
M ... 387.657 u

Structure (ORCA input):
```
! RIJCOSX wB97M-V def2-TZVPD def2/J DEFGRID3
* xyz 0 1
O 4.677 -1.547 -5.520
O -3.465 3.750 8.797
O -4.786 0.344 3.349
O 3.826 -4.279 -2.859
O -2.041 0.683 -0.017
O 3.288 -2.177 -7.328
O 4.201 -3.840 -5.908
N -3.623 0.977 5.157
N -3.619 5.442 7.335
N 3.270 -4.471 -8.124
N -0.960 -1.236 -0.422
C -3.309 6.743 6.770
C -1.093 0.112 -0.531
C -0.029 0.856 -1.303
C -3.727 0.721 3.822
C 0.940 -4.081 -8.810
C 1.855 -4.921 -7.944
C 0.090 -2.082 -0.959
C -3.099 4.860 8.449
C -2.492 0.923 2.976
C -2.462 1.433 5.899
C -2.063 5.641 9.223
C 4.231 -1.883 -2.266
B 4.346 -2.786 -5.025
B 4.117 -3.027 -3.342
B 3.610 -3.510 -7.107
B 4.181 -1.300 -6.774
H 1.737 -5.960 -8.211
H 4.330 -0.906 -2.720
H -2.207 0.705 6.670
H -1.609 1.564 5.242
H 0.011 0.509 -2.336
H 5.115 -2.102 -1.675
H -1.192 5.849 8.600
H -2.561 7.255 7.365
H 0.584 -2.609 -0.141
H -2.930 6.626 5.753
H -1.689 0.266 3.317
H -2.692 2.383 6.385
H -0.276 1.913 -1.298
H 3.914 -5.253 -8.112
H -0.350 -2.818 -1.634
H -4.305 4.871 6.867
H -0.075 -4.456 -8.751
H 1.291 -4.164 -9.831
H 0.950 0.721 -0.840
H 4.515 -0.353 -7.404
H -2.158 1.961 3.028
H -2.721 0.686 1.942
H 4.343 -4.924 -3.373
H 3.367 -1.912 -1.612
H -1.749 5.047 10.075
H 0.828 -1.505 -1.504
H -4.210 7.357 6.734
H 1.568 -4.789 -6.902
H -1.703 -1.672 0.102
H -4.480 0.822 5.665
H -2.479 6.582 9.585
H 0.970 -3.039 -8.523
*
```

no.,HOMO (eV)
1,-6.930
2,-8.954